# C4H6NP

A single C4H6NP molecule at a distorted geometry (ωB97M-V with the def2-TZVPD basis set, OMol25).

Last column: natural (NBO) charge in e.
Geometry (Å):
P1 -1.2478 -1.2429 0.7525  0.530
N1 0.7509 0.2066 2.2326  -0.645
C1 0.9743 0.1120 -0.1695  -0.483
C2 -0.2684 0.4232 -1.0603  -0.469
C3 0.3998 -0.1993 1.1279  0.112
C4 -1.3930 -0.4815 -0.7086  -0.578
H1 1.7574 0.9451 -0.2102  0.238
H2 1.6355 -0.8318 -0.4758  0.237
H3 -2.2100 -0.7448 -1.4550  0.240
H4 -0.4443 1.4842 -1.0007  0.230
H5 -0.2378 0.3105 -2.1507  0.226
H6 0.2834 0.0187 3.1179  0.363

Atoms 1-2, force components in eV/Å:
0.66 0.26 0.61
1.71 1.42 1.77

Properties
2S+1: 1
HOMO-LUMO gap in eV: 8.9647
HOMO level in eV: -8.66

***

# C22H29ClFN3O2

2 unconnected molecules or ions with the total composition C22H29ClFN3O2 at a distorted geometry (ωB97M-V with the def2-TZVPD basis set, OMol25).

Last column: natural (NBO) charge in e.
Geometry (Å):
Cl1 4.0152 2.1476 -2.9079  0.007
F1 6.5418 -0.2351 0.9685  -0.321
O1 -4.6696 -1.8260 -0.1267  -0.626
O2 -3.9497 2.3914 1.2771  -0.630
N1 -3.2818 -0.3740 0.8115  -0.602
N2 -1.6276 -0.2625 -4.3945  -0.842
N3 -4.0479 1.9189 3.4299  -0.613
C1 2.7459 0.9458 -2.8294  -0.005
C2 1.4553 1.3029 -3.2383  -0.234
C3 -4.2590 -1.2761 0.8823  0.678
C4 0.6658 -0.9245 -2.7587  -0.156
C5 1.0700 -0.0700 0.9337  -0.608
C6 -3.7569 1.1899 4.6635  -0.419
C7 -0.6912 1.7911 2.6607  -0.621
C8 -4.8576 -1.6385 2.2274  -0.716
C9 1.9541 -1.2937 -2.3622  -0.203
C10 -1.2677 0.8563 1.5773  -0.194
C11 -2.7188 0.4258 1.9145  -0.123
C12 3.0008 -0.3624 -2.3791  -0.091
C13 -0.9963 0.7956 -3.5958  -0.236
C14 4.3274 -0.7704 -1.9074  -0.023
C15 6.3564 -2.0823 -2.1855  -0.190
C16 5.0989 -1.6770 -2.6476  -0.208
C17 -0.3580 -0.3861 1.4006  -0.399
C18 -3.6271 1.6431 2.1911  0.661
C19 4.8301 -0.2818 -0.6928  -0.269
C20 6.0776 -0.6950 -0.2157  0.406
C21 0.4001 0.3793 -3.2020  -0.031
C22 6.8398 -1.5939 -0.9668  -0.286
H1 -2.9671 -0.1635 -0.1230  0.412
H2 4.7183 -2.0626 -3.5887  0.219
H3 -5.6141 -2.4068 2.0745  0.250
H4 1.6254 0.4485 1.7149  0.201
H5 -4.2600 1.6729 5.5026  0.220
H6 -2.6694 -0.1925 2.8077  0.202
H7 -2.6834 1.1895 4.8556  0.199
H8 6.9533 -2.7775 -2.7692  0.221
H9 0.2988 2.1396 2.3686  0.224
H10 1.0410 0.5460 0.0341  0.208
H11 -0.9635 1.7270 -4.1726  0.176
H12 -5.3236 -0.7591 2.6655  0.221
H13 -4.0786 -2.0274 2.8793  0.218
H14 -1.2856 1.4064 0.6341  0.210
H15 -1.3122 2.6791 2.7777  0.219
H16 -4.1126 0.1612 4.5921  0.199
H17 -0.6168 1.2675 3.6139  0.197
H18 -0.3062 -0.9355 2.3420  0.193
H19 7.8096 -1.9080 -0.5944  0.228
H20 1.2821 2.3186 -3.5798  0.226
H21 1.5889 -1.0022 0.7081  0.217
H22 -1.0542 -0.4915 -5.2062  0.360
H23 -4.6310 2.7402 3.4953  0.410
H24 2.1379 -2.3067 -2.0167  0.224
H25 -0.1391 -1.6540 -2.7191  0.228
H26 4.2436 0.4183 -0.1071  0.232
H27 -1.5869 0.9843 -2.6922  0.201
H28 -2.5725 -0.0020 -4.6760  0.369
H29 -0.7924 -1.0481 0.6510  0.211

Atoms 1-2, force components in eV/Å:
-0.28 -0.32 0.04
-0.18 -0.14 -0.44

Properties
2S+1: 1
HOMO-LUMO gap in eV: 9.5212
HOMO level in eV: -8.94

***

# C3H4O3

A single C3H4O3 molecule (ωB97M-V with the def2-TZVPD basis set, OMol25).

Last column: natural (NBO) charge in e.
Geometry (Å):
O1 -1.5623 -0.4333 -0.8371  -0.681
O2 1.2945 0.0230 0.2470  -0.479
O3 -0.2651 -1.2210 1.3334  -0.615
C1 0.4264 0.8997 -0.4228  -0.054
C2 -0.7913 0.6585 -0.9160  0.127
C3 0.8792 -0.9429 1.0500  0.665
H1 -1.2997 -0.9233 -0.0295  0.505
H2 -1.2483 1.4589 -1.4917  0.190
H3 0.9123 1.8523 -0.5812  0.206
H4 1.7464 -1.4857 1.4425  0.135

Atoms 1-2, force components in eV/Å:
0.03 -0.08 0.10
-0.05 -0.09 0.00

Properties
2S+1: 1
HOMO-LUMO gap in eV: 9.9984
HOMO level in eV: -9.13

***

# C37H57F3N9O15S

A molecular structure, C37H57F3N9O15S at a distorted geometry (ωB97M-V with the def2-TZVPD basis set, OMol25).

Last column: Löwdin charge in e.
Geometry (Å):
S1 -16.6701 2.1332 -6.7807  0.884
F1 -17.5993 4.7385 -6.5279  0.182
F2 -18.9700 3.2892 -6.3221  0.104
F3 -17.6687 3.6406 -4.6338  0.069
O1 -17.9754 -2.5514 -3.6430  0.001
O2 -18.9672 5.4730 -10.4699  0.009
O3 -18.7248 4.9069 -4.0934  0.067
O4 -23.1827 0.7442 -7.0303  0.029
O5 -14.7545 1.3255 -10.3683  0.033
O6 -16.2154 0.9888 -2.7289  0.035
O7 -15.2947 2.6984 -6.7265  -0.372
O8 -12.6013 5.2448 -1.3334  0.076
O9 -10.7576 -1.0018 -9.4726  0.062
O10 -11.9087 0.2538 -10.7575  0.059
O11 -19.8303 6.5432 -3.2360  0.087
O12 -16.8280 0.8918 -5.9996  -0.327
O13 -13.2944 3.2274 -1.0547  0.048
O14 -17.1035 1.9503 -8.1414  -0.383
O15 -15.7619 5.7101 -11.9253  -0.013
N1 -20.9904 0.3528 -7.4513  -0.133
N2 -16.5399 -0.0555 -9.9058  -0.068
N3 -15.1636 -0.2226 -4.3682  -0.081
N4 -13.2052 4.2813 -1.7164  -0.352
N5 -11.6086 -0.1858 -9.6469  -0.361
N6 -18.9479 6.0960 -3.9624  -0.270
N7 -18.0907 -1.8412 -5.7397  -0.121
N8 -16.2953 4.6016 -10.0612  -0.115
N9 -19.6136 3.8951 -9.0900  -0.102
C1 -17.7722 -2.0856 -7.1303  -0.075
C2 -13.4828 1.1646 -8.6153  0.033
C3 -22.3046 0.1924 -7.6420  -0.374
C4 -16.1737 0.5470 -3.8440  -0.363
C5 -14.8463 3.2810 -3.3203  0.059
C6 -11.7937 0.1137 -7.1992  0.029
C7 -17.7704 3.5398 -5.9685  -0.510
C8 -17.1058 9.1488 -5.1621  -0.073
C9 -16.0155 3.5410 -9.1212  -0.056
C10 -17.6160 -0.2914 -9.0022  -0.106
C11 -20.4344 1.1514 -6.3015  -0.035
C12 -18.0550 6.9728 -4.7619  -0.071
C13 -16.2631 8.6161 -6.1255  -0.065
C14 -15.7741 1.0605 -9.7161  -0.286
C15 -17.2368 6.4475 -5.8042  0.011
C16 -16.3734 -0.9542 -11.0734  0.004
C17 -13.8659 5.4690 -3.8412  0.024
C18 -18.9888 4.3244 -10.1736  -0.401
C19 -13.5696 1.3470 -6.2030  -0.040
C20 -12.3083 0.4254 -8.4715  -0.092
C21 -16.3202 7.2730 -6.4573  -0.091
C22 -12.4909 0.5612 -6.0426  -0.103
C23 -17.0110 5.7816 -9.4593  -0.042
C24 -19.9538 4.7664 -7.9434  0.000
C25 -15.4619 3.2201 -4.5654  -0.105
C26 -13.9332 4.3124 -2.9940  -0.090
C27 -15.6405 4.6887 -11.2417  -0.293
C28 -17.9909 8.3216 -4.4916  -0.022
C29 -19.9432 -0.3343 -8.2448  -0.087
C30 -15.4011 4.3402 -5.3595  -0.065
C31 -18.4198 -0.4324 -5.4504  -0.022
C32 -13.8502 -0.2773 -3.7268  -0.030
C33 -17.9206 -2.7964 -4.8454  -0.364
C34 -15.2574 -0.8881 -5.6526  -0.039
C35 -14.1178 1.6535 -7.5127  -0.082
C36 -14.6046 5.4443 -4.9910  -0.020
C37 -19.7867 2.4727 -8.8054  -0.054
H1 -13.8348 0.0555 -2.6889  0.103
H2 -20.0186 0.4897 -5.5416  0.060
H3 -20.5903 2.3279 -8.0834  0.080
H4 -16.2837 -2.0053 -10.7990  0.085
H5 -17.7410 -3.7985 -5.2646  0.134
H6 -19.2577 -0.0616 -6.0407  0.019
H7 -15.0514 2.1929 -7.5744  -0.146
H8 -18.0219 0.6377 -8.6020  0.053
H9 -18.5387 -0.6486 -9.4594  0.098
H10 -20.3148 -0.7687 -9.1728  0.130
H11 -21.1764 1.7503 -5.7733  0.123
H12 -17.5112 0.1439 -5.6247  -0.153
H13 -15.9156 4.4166 -6.3060  0.099
H14 -14.0624 1.9361 -5.4437  0.105
H15 -20.0611 1.8972 -9.6895  0.130
H16 -15.4207 -1.9332 -5.3895  0.107
H17 -16.0109 2.3070 -4.7427  0.071
H18 -13.3997 -1.2613 -3.8571  0.103
H19 -15.0294 3.7965 -11.4485  0.141
H20 -13.3227 6.3186 -3.4546  0.112
H21 -18.5485 -1.5232 -7.6491  0.015
H22 -16.8182 -1.5850 -7.2958  0.065
H23 -17.4740 6.4332 -10.2004  0.093
H24 -16.9465 0.8187 -4.5796  0.070
H25 -13.1495 0.3400 -4.2890  0.010
H26 -17.6452 -3.1333 -7.4029  0.128
H27 -15.4543 9.2354 -6.4842  0.107
H28 -18.6901 8.7587 -3.7941  0.112
H29 -16.1487 1.6272 -8.8497  -0.032
H30 -16.9478 3.3082 -8.6068  0.048
H31 -19.2238 4.6426 -7.1435  0.058
H32 -15.4573 -0.6638 -11.5876  0.090
H33 -15.6095 6.8415 -7.1466  0.098
H34 -17.2097 5.3873 -6.0084  -0.229
H35 -22.4238 -0.5400 -8.4555  0.132
H36 -16.3004 6.4825 -9.0214  0.081
H37 -19.1799 0.4292 -8.3947  0.011
H38 -19.9910 5.8212 -8.2159  0.106
H39 -19.6917 1.8249 -6.7290  0.049
H40 -17.1986 -0.9138 -8.2107  0.044
H41 -19.4412 -0.9892 -7.5326  0.051
H42 -18.6066 -0.3579 -4.3791  0.134
H43 -12.1648 0.3349 -5.0382  0.082
H44 -16.1066 -0.4842 -6.2037  0.049
H45 -15.7085 2.6251 -9.6262  0.058
H46 -18.9730 2.0795 -8.1960  0.039
H47 -17.2672 -0.8271 -11.6842  0.087
H48 -18.5299 3.4480 -10.6570  0.155
H49 -14.6912 6.3812 -5.5211  0.083
H50 -20.9985 4.5567 -7.7136  0.110
H51 -13.9596 1.3119 -9.5731  -0.102
H52 -14.9736 2.4888 -2.5973  0.099
H53 -10.8926 -0.4782 -7.1339  0.104
H54 -15.3154 3.8697 -8.3532  0.132
H55 -14.4169 -0.7756 -6.3374  0.095
H56 -17.7416 5.4118 -8.7398  0.062
H57 -16.9622 10.1660 -4.8288  0.102

Atoms 1-2, force components in eV/Å:
0.78 1.33 3.71
-6.02 -14.72 -11.06

Properties
Total charge: -1
2S+1: 1
HOMO-LUMO gap in eV: 6.4452
HOMO level in eV: -5.29

***

# C9H8NO2

A molecular structure, C9H8NO2 at a distorted geometry (ωB97M-V with the def2-TZVPD basis set, OMol25).

Last column: natural (NBO) charge in e.
Geometry (Å):
O1 -2.7887 -0.1488 -0.7360  -0.584
O2 -1.5683 1.4749 0.3921  -0.554
N1 0.0549 2.4159 -1.0303  -0.383
C1 0.1339 0.1379 0.0412  -0.103
C2 -2.2439 -0.2589 0.3949  0.495
C3 1.8035 -1.4663 0.4864  -0.175
C4 0.8810 -2.3263 1.0873  -0.169
C5 1.5060 -0.2236 -0.0602  -0.175
C6 -0.8827 -0.7791 0.4931  -0.110
C7 -0.4723 -1.9918 1.0620  -0.168
C8 -0.3811 1.5209 -0.1941  0.626
C9 1.0892 2.9028 -1.5461  0.103
H1 0.8485 3.0905 -2.5678  0.228
H2 -2.9044 -0.2404 1.2392  0.235
H3 2.3263 0.3990 -0.3534  0.237
H4 -1.2298 -2.5913 1.7124  0.251
H5 1.9672 3.1788 -0.8904  0.224
H6 2.8436 -1.8674 0.4335  0.240
H7 -2.2159 0.0104 -1.5773  0.529
H8 1.2329 -3.2372 1.6135  0.253

Atoms 1-2, force components in eV/Å:
-1.51 -0.11 -3.85
1.49 2.56 -0.88

Properties
Total charge: +1
2S+1: 1
HOMO-LUMO gap in eV: 8.6999
HOMO level in eV: -13.57

***

# C3H4F2N3

A gas-phase ion, C3H4F2N3 (charge +1) at a distorted geometry (ωB97M-V with the def2-TZVPD basis set, OMol25).

Last column: natural (NBO) charge in e.
Geometry (Å):
F1 0.9500 -0.0840 1.5874  -0.282
F2 0.1790 1.6715 0.6819  -0.283
N1 -0.7395 -0.6660 -1.2932  -0.213
N2 -1.7454 -0.5934 -0.5738  0.136
N3 1.6825 0.1165 -1.2638  -0.620
C1 0.0495 0.3164 0.6413  0.564
C2 -1.4220 -0.1373 0.7262  -0.405
C3 0.3806 -0.2003 -0.6908  0.536
H1 -1.5641 -1.0679 1.4546  0.319
H2 2.2460 0.5737 -0.4707  0.454
H3 -2.1874 0.6807 1.0787  0.317
H4 2.1709 -0.6100 -1.8779  0.478

Atoms 1-2, force components in eV/Å:
-0.90 -0.78 -0.68
-0.54 -0.17 -0.61

Properties
Total charge: +1
2S+1: 1
HOMO-LUMO gap (spin up / spin down) in eV: 7.7447 / 7.7438
HOMO level (spin up / spin down) in eV: -15.92 / -15.92

***

Number 1: DFT total energy -552.04902 Eh. Number 2: DFT total energy -1730.56801 Eh. Number 3: DFT total energy -342.40539 Eh. Number 4: DFT total energy -3761.34309 Eh. Number 5: DFT total energy -552.62784 Eh. Number 6: DFT total energy -480.31726 Eh.